No. 1
Computed, not measured: the molecule C15H25NO, with ωB97M-V/def2-TZVPD.

Calculated values
LUMO level	0.03447	Eh
energy relative to the best compared isomer or geometry (same formula, charge and spin)	0.0539	eV
SMILES string	CCN(CC)CCOc1cccc(C(C)C)c1
largest force on an atom	0.6	eV Å⁻¹
E_tot	-19497.9635	eV
orbital gap	9.0326	eV

The geometry in ORCA input format:
```
! wB97M-V def2-TZVPD RIJCOSX def2/J DEFGRID3
* xyz 0 1
C -5.555 -1.107 0.407
C -4.168 -1.199 -0.225
N -3.290 -0.158 0.284
C -3.497 1.139 -0.337
C -3.125 2.283 0.602
C -1.907 -0.558 0.403
C -1.206 -0.980 -0.909
O 0.160 -1.261 -0.702
C 1.045 -0.235 -0.538
C 0.758 1.117 -0.688
C 1.767 2.049 -0.513
C 3.051 1.656 -0.192
C 3.354 0.307 -0.041
C 4.756 -0.129 0.310
C 4.779 -0.850 1.658
C 5.342 -1.016 -0.791
C 2.344 -0.623 -0.215
H -6.062 -0.188 0.124
H -5.465 -1.129 1.489
H -6.165 -1.948 0.085
H -4.258 -1.164 -1.323
H -3.734 -2.164 0.044
H -2.945 1.244 -1.287
H -4.559 1.223 -0.573
H -2.053 2.332 0.773
H -3.621 2.145 1.558
H -3.443 3.230 0.172
H -1.348 0.267 0.848
H -1.855 -1.400 1.100
H -1.335 -0.220 -1.688
H -1.630 -1.919 -1.276
H -0.233 1.460 -0.941
H 1.539 3.099 -0.631
H 3.823 2.399 -0.059
H 5.380 0.769 0.392
H 4.365 -0.212 2.436
H 5.800 -1.109 1.930
H 4.192 -1.764 1.616
H 5.322 -0.496 -1.746
H 6.372 -1.274 -0.557
H 4.770 -1.935 -0.889
H 2.533 -1.680 -0.109
*
```


No. 2
Computed, not measured: a structure of composition C15H25O5P2Pd, with ωB97M-V/def2-TZVPD.

Calculated values
LUMO level (spin up / spin down)	-0.15097 / -0.15025	Eh
energy relative to the best compared isomer or geometry (same formula, charge and spin)	2.2072	eV
expectation value of S²	2.02
largest force on an atom	0.5	eV Å⁻¹
E_tot	-48246.4158	eV
orbital gap (spin up / spin down)	6.6181 / 6.8782	eV

The geometry in ORCA input format:
```
! wB97M-V def2-TZVPD RIJCOSX def2/J DEFGRID3
* xyz 1 3
Pd 0.233 -1.827 -0.192
C 2.684 0.086 -1.942
P 1.487 -1.232 -2.244
C 2.314 -2.406 -3.345
C 0.185 -0.496 -3.307
C -0.921 0.168 -2.483
P -1.584 -0.985 -1.249
C -2.695 -0.073 -0.158
C -2.565 -2.205 -2.145
H 2.994 0.533 -2.889
H 3.559 -0.323 -1.438
H 2.232 0.833 -1.294
H 2.614 -1.905 -4.267
H 1.648 -3.234 -3.584
H 3.201 -2.812 -2.859
H -0.217 -1.304 -3.924
H 0.643 0.220 -3.993
H -1.738 0.531 -3.112
H -0.526 1.011 -1.915
H -2.624 0.993 -0.375
H -2.410 -0.233 0.881
H -3.721 -0.408 -0.305
H -3.371 -1.704 -2.685
H -2.995 -2.921 -1.445
H -1.942 -2.752 -2.852
C 0.529 4.964 1.114
O 0.304 4.319 2.362
C 0.201 2.981 2.380
C -0.050 2.417 3.643
C -0.173 1.063 3.737
C -0.076 0.200 2.618
C -0.328 -1.217 2.808
C -0.301 -1.831 4.182
O -0.591 -1.982 1.867
C 0.225 0.781 1.362
O 0.485 0.132 0.231
C 0.338 2.178 1.262
H 0.528 6.028 1.324
H -0.269 4.730 0.407
H 1.495 4.675 0.697
H -0.141 3.065 4.502
H -0.372 0.638 4.710
H -0.953 -1.319 4.887
H 0.715 -1.773 4.578
H -0.602 -2.871 4.103
H 0.578 2.591 0.293
O 1.491 -3.514 0.383
O 0.480 -3.807 -0.329
*
```


No. 3
Computed, not measured: a structure of composition C15H26AlCl2F4NO2, with ωB97M-V/def2-TZVPD.

Calculated values
LUMO level	-0.04246	Eh
largest force on an atom	0.6	eV Å⁻¹
E_tot	-64080.4229	eV
orbital gap	8.7206	eV

The geometry in ORCA input format:
```
! wB97M-V def2-TZVPD RIJCOSX def2/J DEFGRID3
* xyz 0 1
C 3.478 -1.533 2.941
C 2.623 -1.285 4.169
O 2.606 -0.234 4.733
O 1.884 -2.327 4.643
C 1.076 -3.112 3.761
C -0.280 -2.460 3.563
C -0.224 -1.132 2.814
C -1.568 -0.737 2.202
C -1.541 0.560 1.379
C -1.368 0.343 -0.117
N 0.006 -0.162 -0.452
C 1.182 0.709 -0.157
C 2.331 -0.002 -0.845
C 1.712 -0.642 -2.106
C 0.182 -0.725 -1.880
C -0.738 -0.157 -2.934
Cl -1.711 -1.418 -3.634
C -0.861 1.099 -3.370
C -0.043 2.278 -2.906
Cl -2.033 1.520 -4.528
H 3.367 -2.517 2.494
H 3.272 -0.757 2.202
H 4.514 -1.408 3.256
H 1.582 -3.253 2.799
H 0.977 -4.091 4.226
H -0.725 -2.295 4.548
H -0.925 -3.176 3.041
H 0.096 -0.339 3.496
H 0.566 -1.188 2.044
H -2.287 -0.615 3.014
H -1.944 -1.563 1.584
H -0.750 1.216 1.756
H -2.473 1.112 1.499
H -1.552 1.240 -0.704
H -2.055 -0.426 -0.478
H 0.143 -0.980 0.145
H 1.290 0.819 0.920
H 0.994 1.686 -0.587
H 3.130 0.701 -1.067
H 2.745 -0.781 -0.200
H 2.101 -1.652 -2.230
H 1.938 -0.092 -3.018
H -0.128 -1.762 -1.784
H 1.016 2.142 -3.144
H -0.151 2.465 -1.839
H -0.387 3.176 -3.413
F -3.039 5.459 -5.663
Al -4.239 4.383 -5.177
F -4.172 4.199 -3.495
F -3.855 2.854 -5.816
F -5.763 4.860 -5.685
*
```


No. 4
Computed, not measured: a structure of composition C15H26AlI2MnN2O3S3 at a distorted geometry, with ωB97M-V/def2-TZVPD.

Calculated values
LUMO level (spin up / spin down)	-0.53498 / -0.59120	Eh
energy relative to the best compared isomer or geometry (same formula, charge and spin)	0.0000	eV
expectation value of S²	6.07
largest force on an atom	7.0	eV Å⁻¹
E_tot	-111677.3258	eV
orbital gap (spin up / spin down)	5.9080 / 4.3694	eV

The geometry in ORCA input format:
```
! wB97M-V def2-TZVPD RIJCOSX def2/J DEFGRID3
* xyz 4 5
I -1.933 -4.492 -1.096
I -1.829 -4.317 -3.731
Al -0.243 0.391 -3.143
Mn 0.167 -0.111 0.105
S 1.291 -0.578 -1.771
S -1.385 0.914 -1.257
C 0.766 -1.410 1.193
C 3.215 -0.450 -1.973
C -3.282 0.497 -1.325
C 3.475 -0.372 -3.468
C 3.744 0.776 -1.255
C 3.729 -1.759 -1.386
C -3.651 0.079 -2.739
C -3.917 1.818 -0.893
C -3.550 -0.613 -0.329
C 0.571 2.237 -3.359
C -0.619 2.963 -3.385
O 1.113 -2.286 1.899
O 1.730 2.696 -3.338
O -1.281 3.939 -3.332
H 3.076 0.564 -3.879
H 3.018 -1.223 -3.988
H 4.560 -0.398 -3.647
H 3.268 1.679 -1.655
H 4.829 0.859 -1.429
H 3.571 0.732 -0.170
H 3.516 -1.848 -0.312
H 4.815 -1.848 -1.524
H 3.261 -2.609 -1.892
H -4.740 -0.085 -2.786
H -3.141 -0.858 -3.010
H -3.377 0.848 -3.473
H -5.010 1.740 -0.890
H -3.631 2.640 -1.559
H -3.589 2.083 0.120
H -4.633 -0.822 -0.311
H -3.223 -0.333 0.682
H -3.025 -1.538 -0.613
S -0.472 1.382 1.675
C -0.524 0.629 3.248
N -1.256 -0.469 3.469
C -1.392 -1.159 4.756
C -0.839 -0.325 5.887
C 0.425 0.396 5.475
N 0.123 1.198 4.279
H -1.768 -0.830 2.670
H -0.853 -2.113 4.678
H -2.454 -1.373 4.888
H -0.618 -0.978 6.731
H -1.591 0.396 6.215
H 1.219 -0.329 5.232
H 0.788 1.081 6.246
H 0.812 1.894 3.983
*
```


No. 5
Computed, not measured: a cluster of 2 separate species, C15H26BIN3O9P3 in total at a distorted geometry, with ωB97M-V/def2-TZVPD.

Calculated values
LUMO level	-0.01868	Eh
SMILES string	CC(C)Cc1c(I)c2c(c([PH2]=N)c1B(N)O)C(=O)N(P(O)O)C2=O.COP(=O)(OC)OC
largest force on an atom	5.1	eV Å⁻¹
E_tot	-75521.8088	eV
orbital gap	8.1318	eV

The geometry in ORCA input format:
```
! wB97M-V def2-TZVPD RIJCOSX def2/J DEFGRID3
* xyz 0 1
C -2.448 -0.738 5.541
C -1.997 -1.709 4.418
C -1.343 -2.952 5.032
C -3.133 -2.077 3.412
C -2.795 -1.581 2.020
C -3.164 -0.282 1.640
I -4.237 1.018 2.878
C -2.803 0.164 0.378
C -2.098 -0.653 -0.483
C -1.761 -1.950 -0.149
P -0.861 -3.040 -1.282
N -1.390 -4.518 -1.232
C -2.116 -2.423 1.121
B -1.738 -3.920 1.542
N -2.730 -5.005 1.396
O -0.504 -4.194 2.021
C -1.824 0.141 -1.729
O -1.079 -0.143 -2.627
N -2.581 1.328 -1.627
P -1.977 2.900 -2.311
O -1.207 2.565 -3.692
O -0.886 3.488 -1.242
C -3.033 1.495 -0.284
O -3.494 2.502 0.176
H -3.500 -0.477 5.470
H -1.877 0.188 5.499
H -2.216 -1.191 6.505
H -1.205 -1.203 3.864
H -0.529 -2.623 5.678
H -2.063 -3.563 5.574
H -0.868 -3.516 4.232
H -3.278 -3.159 3.402
H -4.074 -1.641 3.739
H 0.488 -2.968 -0.889
H -0.949 -2.471 -2.554
H -1.727 -4.845 -2.126
H -3.585 -4.710 1.865
H -2.986 -4.993 0.408
H -0.461 -5.155 2.127
H -0.240 2.571 -3.561
H -0.527 2.839 -0.621
C 5.908 4.369 -4.462
O 4.486 4.248 -4.265
P 3.913 3.021 -3.367
O 2.473 2.972 -3.637
O 4.294 3.717 -1.953
C 3.510 4.828 -1.515
O 4.367 1.566 -2.821
C 5.551 0.933 -3.352
H 6.085 5.293 -5.003
H 6.428 4.412 -3.502
H 6.290 3.536 -5.052
H 2.546 4.863 -2.022
H 4.050 5.759 -1.698
H 3.349 4.716 -0.445
H 6.435 1.547 -3.176
H 5.440 0.742 -4.421
H 5.672 -0.016 -2.838
*
```


No. 6
Computed, not measured: a structure of composition C15H26Br2I3NO3S, with ωB97M-V/def2-TZVPD.

Calculated values
LUMO level	0.00008	Eh
largest force on an atom	0.7	eV Å⁻¹
E_tot	-198830.1224	eV
orbital gap	8.4822	eV

The geometry in ORCA input format:
```
! wB97M-V def2-TZVPD RIJCOSX def2/J DEFGRID3
* xyz 0 1
C -0.612 0.286 4.155
C -0.437 -0.594 2.907
N 0.867 -0.386 2.275
C 1.057 -0.369 0.842
C 1.285 -1.863 0.421
C 0.370 -2.974 1.053
I 1.327 -3.463 2.914
C 0.181 -4.238 0.177
C -0.815 -4.081 -0.977
I -0.568 -5.920 1.311
O 1.316 -2.079 -1.001
S 2.265 -1.166 -1.936
O 2.309 -1.915 -3.167
O 1.166 -0.016 -2.217
C 1.092 1.043 -1.276
C 0.739 2.331 -2.055
Br 1.906 3.773 -1.407
C 0.868 2.236 -3.579
C -0.321 1.505 -4.217
C 0.202 0.660 -0.050
I -1.641 -0.185 -0.825
C -0.091 1.949 0.774
C -1.351 2.797 0.506
C -2.602 2.431 1.306
Br -0.890 4.674 0.896
H -1.242 1.158 3.969
H -1.057 -0.279 4.979
H 0.361 0.652 4.510
H -0.545 -1.650 3.191
H -1.228 -0.383 2.181
H 1.356 0.370 2.721
H 2.068 0.055 0.728
H 2.299 -2.074 0.786
H -0.611 -2.573 1.316
H 1.153 -4.578 -0.184
H -1.044 -5.051 -1.429
H -0.413 -3.429 -1.751
H -1.755 -3.661 -0.613
H 2.109 1.184 -0.870
H -0.265 2.674 -1.800
H 1.814 1.755 -3.840
H 0.910 3.260 -3.968
H -0.576 0.590 -3.683
H -0.096 1.231 -5.253
H -1.208 2.151 -4.234
H 0.783 2.591 0.613
H -0.082 1.713 1.836
H -1.582 2.844 -0.557
H -2.577 1.383 1.599
H -2.686 3.041 2.212
H -3.507 2.588 0.710
*
```


No. 7
Computed, not measured: a cluster of 4 separate species, C15H26N4O5 in total at a distorted geometry, with ωB97M-V/def2-TZVPD.

Calculated values
LUMO level	-0.04775	Eh
energy relative to the best compared isomer or geometry (same formula, charge and spin)	9.3988	eV
SMILES string	O=[N+]([O-])c1ccccc1.CN(C)C=O.CN(C)C=O.CN(C)C=O
largest force on an atom	12.8	eV Å⁻¹
E_tot	-32161.9435	eV
orbital gap	7.8317	eV

The geometry in ORCA input format:
```
! wB97M-V def2-TZVPD RIJCOSX def2/J DEFGRID3
* xyz 0 1
O -0.527 4.816 -4.312
N -0.418 4.250 -3.212
O -0.168 4.959 -2.157
C -0.203 2.807 -3.197
C 0.836 2.288 -2.270
C 1.277 0.820 -2.404
C 0.435 0.008 -3.508
C -0.398 0.583 -4.372
C -0.727 2.057 -4.385
H 1.383 2.922 -1.486
H 2.010 0.331 -1.762
H 0.369 -1.050 -3.565
H -0.715 0.095 -5.129
H -1.209 2.620 -5.081
C -3.530 -1.864 3.277
N -4.246 -2.867 2.775
C -4.885 -2.696 1.488
C -4.332 -4.045 3.342
O -4.962 -4.975 2.889
H -4.021 -0.957 3.859
H -3.198 -1.077 2.688
H -2.947 -2.109 4.083
H -4.953 -3.465 1.056
H -4.445 -1.876 1.039
H -5.768 -2.282 1.440
H -3.861 -4.167 4.363
C 5.448 1.158 0.007
N 4.848 0.916 1.420
C 5.919 0.525 2.443
C 3.614 0.941 1.710
O 3.249 0.792 2.866
H 6.319 0.242 -0.044
H 6.075 2.051 0.023
H 4.879 1.286 -0.859
H 5.549 -0.380 3.070
H 6.139 1.430 3.159
H 6.831 0.148 2.039
H 3.020 1.058 0.834
C -2.146 -0.348 -0.918
N -0.998 -0.268 -0.125
C -0.442 -1.518 0.412
C -0.452 0.933 0.212
O 0.563 1.053 0.989
H -2.079 0.643 -1.494
H -2.936 -0.607 -0.360
H -2.138 -1.160 -1.928
H -1.162 -1.897 1.001
H 0.491 -1.638 0.771
H -0.531 -2.281 -0.456
H -0.858 1.794 -0.234
*
```


No. 8
Computed, not measured: the ion C15H26N5O5 with charge +1 at a distorted geometry, with ωB97M-V/def2-TZVPD.

Calculated values
LUMO level	-0.08697	Eh
energy relative to the best compared isomer or geometry (same formula, charge and spin)	1.2133	eV
SMILES string	CN(C)[C@@H](CO)c1nnc([C@H](CC(=O)O)NC(=O)C2CC[NH2+]CC2)o1
largest force on an atom	1.5	eV Å⁻¹
E_tot	-33659.4726	eV
orbital gap	8.8900	eV

The geometry in ORCA input format:
```
! wB97M-V def2-TZVPD RIJCOSX def2/J DEFGRID3
* xyz 1 1
C 0.587 4.220 -3.066
N 1.463 3.117 -2.716
C 2.373 3.476 -1.642
C 0.742 1.879 -2.538
C 1.689 0.659 -2.400
O 2.002 0.320 -1.067
C -0.221 1.846 -1.386
N -0.291 2.624 -0.360
N -1.283 2.159 0.427
C -1.759 1.107 -0.153
C -2.842 0.216 0.358
C -3.253 0.647 1.780
C -2.128 0.329 2.770
O -2.047 -0.760 3.281
O -1.251 1.279 3.012
N -2.376 -1.167 0.341
C -1.138 -1.480 0.731
O -0.301 -0.604 0.953
C -0.807 -2.958 0.873
C -0.339 -3.234 2.318
C 1.182 -3.113 2.453
N 1.669 -2.137 1.462
C 1.609 -2.676 0.086
C 0.273 -3.400 -0.128
O -1.149 0.860 -1.323
H -0.034 3.932 -3.913
H 1.202 5.065 -3.367
H -0.058 4.531 -2.235
H 3.176 2.742 -1.576
H 1.870 3.581 -0.673
H 2.830 4.429 -1.898
H 0.152 1.724 -3.451
H 1.201 -0.226 -2.813
H 2.594 0.867 -2.981
H 2.361 1.102 -0.629
H -3.703 0.280 -0.317
H -3.485 1.711 1.778
H -4.133 0.078 2.083
H -1.293 2.020 2.370
H -3.080 -1.885 0.266
H -1.711 -3.537 0.677
H -0.835 -2.530 2.989
H -0.644 -4.237 2.613
H 1.675 -4.072 2.270
H 1.441 -2.778 3.457
H 2.608 -1.803 1.677
H 0.975 -1.302 1.433
H 1.717 -1.831 -0.597
H 2.438 -3.367 -0.076
H 0.404 -4.476 -0.005
H -0.073 -3.229 -1.147
*
```


No. 9
Computed, not measured: the ion C15H26NO3 with charge +1 at a distorted geometry, with ωB97M-V/def2-TZVPD.

Calculated values
LUMO level	-0.08815	Eh
energy relative to the best compared isomer or geometry (same formula, charge and spin)	0.0000	eV
SMILES string	CC[NH+](CC)Cc1c(CC(C)C)oc(C)c1C(=O)O
largest force on an atom	1.4	eV Å⁻¹
E_tot	-23604.7065	eV
orbital gap	9.5515	eV

The geometry in ORCA input format:
```
! wB97M-V def2-TZVPD RIJCOSX def2/J DEFGRID3
* xyz 1 1
C -3.094 1.276 -0.921
C -2.135 1.738 0.162
N -1.744 0.707 1.157
C -2.875 0.120 1.930
C -3.491 -1.145 1.349
C -0.809 -0.308 0.614
C 0.477 0.301 0.156
C 1.115 0.067 -1.031
C 0.762 -0.754 -2.219
C 1.358 -2.180 -2.183
C 2.881 -2.138 -2.115
C 0.789 -2.997 -1.027
O 2.294 0.732 -1.052
C 2.456 1.385 0.095
C 3.684 2.181 0.293
C 1.353 1.171 0.905
C 1.121 1.748 2.213
O 0.030 1.730 2.782
O 2.173 2.325 2.757
H -3.221 2.087 -1.633
H -4.074 1.038 -0.517
H -2.709 0.419 -1.466
H -1.211 2.097 -0.299
H -2.582 2.568 0.714
H -1.134 1.216 1.879
H -3.637 0.895 2.026
H -2.498 -0.104 2.931
H -4.353 -1.407 1.957
H -2.802 -1.983 1.382
H -3.835 -1.011 0.329
H -0.604 -1.018 1.420
H -1.271 -0.844 -0.214
H 1.149 -0.244 -3.102
H -0.323 -0.822 -2.309
H 1.066 -2.660 -3.122
H 3.285 -3.142 -2.217
H 3.218 -1.733 -1.164
H 3.287 -1.525 -2.915
H 1.062 -2.556 -0.071
H -0.295 -3.064 -1.091
H 1.189 -4.006 -1.060
H 3.440 3.198 0.595
H 4.255 2.198 -0.631
H 4.293 1.745 1.084
H 1.961 2.699 3.629
*
```